# C2H7BN2

An isolated molecule of C2H7BN2 (ωB97M-V with the def2-TZVPD basis set, OMol25).

Summary:
Energy above the lowest of the compared OMol25 structures with the same formula, charge and spin (eV): 0.489
Orbital gap (alpha / beta) (eV): 6.3675 / 8.7142
Total energy (Ha): -214.57744
Spin multiplicity: 3
Lowest unoccupied orbital energy (alpha / beta) (eV): 0.8 / -0.6

Last column: Löwdin spin population.
Cartesian coordinates (Å):
B1 1.410 -1.064 0.068  0.60
C1 0.114 0.930 -0.443  0.08
C2 -1.133 0.253 0.252  0.10
N1 1.263 0.221 0.017  0.17
N2 -1.283 -1.061 -0.268  0.85
H1 1.947 -2.138 0.323  0.07
H2 -0.104 0.864 -1.494  0.00
H3 0.192 1.926 -0.131  0.01
H4 -1.210 0.281 1.320  0.00
H5 -2.123 0.771 -0.021  0.03
H6 2.058 0.967 0.058  0.05
H7 -1.131 -1.949 0.320  0.03

# C5H8N2

A cluster of 2 separate species, C5H8N2 in total (ωB97M-V with the def2-TZVPD basis set, OMol25).

Summary:
Energy above the lowest of the compared OMol25 structures with the same formula, charge and spin (eV): 5.249
Orbital gap (eV): 7.3640
Total energy (Ha): -304.64260
Spin multiplicity: 1
Lowest unoccupied orbital energy (eV): -0.7

Last column: Mulliken charge in e.
Cartesian coordinates (Å):
C1 -1.084 -1.364 0.041  -0.89
C2 -1.745 0.653 0.102  0.13
C3 -0.461 1.181 0.257  -0.01
C4 1.779 0.593 -0.026  -0.02
C5 2.752 -0.325 0.001  -0.63
N1 0.491 0.279 0.379  -0.33
N2 -2.786 1.033 -0.472  -0.62
H1 -3.613 0.476 -0.243  0.27
H2 -0.269 2.253 0.214  0.41
H3 1.975 1.594 -0.417  0.25
H4 -2.027 -1.603 -0.439  0.37
H5 -1.054 -1.618 1.091  0.27
H6 -0.273 -1.752 -0.561  0.27
H7 3.765 -0.072 -0.271  0.25
H8 2.552 -1.329 0.344  0.27

# C33H46BIrN7S3

A structure of composition C33H46BIrN7S3 (ωB97M-V with the def2-TZVPD basis set, OMol25).

Summary:
Net charge: +4
Energy above the lowest of the compared OMol25 structures with the same formula, charge and spin (eV): 0.948
Orbital gap (alpha / beta) (eV): 4.8554 / 4.7768
Total energy (Ha): -2990.70129
Spin multiplicity: 2
Lowest unoccupied orbital energy (alpha / beta) (eV): -15.2 / -15.3

Last column: Löwdin spin population.
Cartesian coordinates (Å):
Ir1 -0.219 2.332 2.004  0.06
C1 4.624 0.226 1.565  0.01
C2 3.298 -0.340 1.174  0.06
C3 3.114 -1.678 0.874  -0.03
C4 1.837 -2.187 0.594  0.06
N1 0.794 -1.341 0.418  0.12
N2 0.963 -0.082 0.654  0.07
B1 -0.183 0.942 0.356  0.02
N3 0.259 1.717 -0.939  0.00
N4 0.734 0.951 -1.908  0.00
C5 1.090 1.536 -3.051  0.00
C6 0.903 2.930 -3.229  0.00
C7 0.451 3.725 -2.200  0.00
C8 0.275 5.210 -2.306  0.00
C9 0.164 3.030 -1.010  0.00
S1 -0.352 3.807 0.466  -0.01
C10 1.665 0.685 -4.153  0.00
C11 0.740 0.790 -5.382  0.00
C12 3.074 1.206 -4.497  0.00
C13 1.770 -0.776 -3.709  0.00
N5 -1.593 0.308 0.130  0.00
N6 -1.669 -0.635 -0.772  0.00
C14 -2.874 -1.147 -1.081  0.00
C15 -4.031 -0.631 -0.485  0.00
C16 -3.961 0.351 0.488  0.00
C17 -5.175 0.904 1.167  0.00
C18 -2.661 0.788 0.804  0.00
S2 -2.428 1.888 2.107  0.01
C19 -2.953 -2.293 -2.051  0.00
C20 -3.970 -1.960 -3.163  0.00
C21 -3.452 -3.522 -1.256  0.00
C22 -1.601 -2.595 -2.703  0.00
C23 2.119 0.444 1.141  0.04
S3 2.067 2.013 1.819  0.49
C24 1.587 -3.658 0.417  0.01
C25 1.895 -3.986 -1.066  0.02
C26 0.133 -4.017 0.763  0.00
C27 2.520 -4.472 1.331  0.00
H1 5.363 -0.562 1.685  0.00
H2 4.564 0.792 2.496  0.00
H3 4.981 0.916 0.795  0.00
H4 3.957 -2.355 0.912  0.00
H5 1.148 3.379 -4.183  0.00
H6 0.698 5.587 -3.234  0.00
H7 0.751 5.734 -1.475  0.00
H8 -0.786 5.472 -2.295  0.00
H9 0.786 1.775 -5.849  0.00
H10 -0.300 0.580 -5.125  0.00
H11 1.062 0.068 -6.131  0.00
H12 3.067 2.246 -4.824  0.00
H13 3.476 0.614 -5.318  0.00
H14 3.751 1.112 -3.646  0.00
H15 0.802 -1.166 -3.391  0.00
H16 2.469 -0.883 -2.876  0.00
H17 2.133 -1.377 -4.541  0.00
H18 -4.998 -1.010 -0.789  0.00
H19 -6.075 0.406 0.816  0.00
H20 -5.276 1.974 0.973  0.00
H21 -5.110 0.777 2.251  0.00
H22 -4.993 -1.893 -2.794  0.00
H23 -3.950 -2.762 -3.899  0.00
H24 -3.716 -1.026 -3.668  0.00
H25 -4.472 -3.383 -0.892  0.00
H26 -2.815 -3.738 -0.396  0.00
H27 -3.450 -4.391 -1.912  0.00
H28 -1.377 -1.866 -3.484  0.00
H29 -1.637 -3.580 -3.165  0.00
H30 -0.786 -2.582 -1.978  0.00
H31 1.398 -3.295 -1.751  0.00
H32 1.552 -4.997 -1.280  0.00
H33 2.967 -3.947 -1.265  0.00
H34 -0.575 -3.299 0.348  0.00
H35 -0.011 -4.043 1.845  0.00
H36 -0.099 -5.004 0.368  0.00
H37 3.554 -4.472 0.985  0.00
H38 2.190 -5.510 1.333  0.00
H39 2.489 -4.113 2.362  0.00
C28 -0.028 3.040 8.393  0.00
C29 -0.108 2.860 6.913  0.00
C30 -0.260 1.599 6.328  0.00
C31 -0.302 1.471 4.960  0.00
N7 -0.201 2.541 4.140  0.04
C32 -0.066 3.770 4.687  0.00
C33 -0.023 3.953 6.046  0.00
H40 -0.125 2.101 8.930  0.00
H41 -0.803 3.731 8.732  0.00
H42 0.923 3.506 8.659  0.00
H43 -0.352 0.716 6.946  0.00
H44 -0.421 0.499 4.500  0.00
H45 0.004 4.614 4.011  0.00
H46 0.079 4.958 6.435  0.00

# C19H41BaFNO14S4

A structure of composition C19H41BaFNO14S4 (ωB97M-V with the def2-TZVPD basis set, OMol25).

Summary:
Net charge: -1
Energy above the lowest of the compared OMol25 structures with the same formula, charge and spin (eV): 11.445
Orbital gap (eV): 2.7371
Total energy (Ha): -3574.30852
Spin multiplicity: 1
Lowest unoccupied orbital energy (eV): 0.0

Last column: Mulliken charge in e.
Cartesian coordinates (Å):
Ba1 25.963 23.133 -15.732  1.05
F1 29.036 22.445 -11.965  -0.97
O1 28.137 27.388 -17.599  -0.67
C1 27.674 28.016 -18.788  -0.34
C2 26.153 28.050 -19.225  -0.29
O2 25.488 26.797 -19.309  -0.67
H1 28.262 27.503 -19.549  0.21
H2 28.118 29.004 -18.909  0.26
H3 25.990 28.596 -20.154  0.22
H4 25.529 28.657 -18.570  0.22
O3 23.595 21.438 -10.251  -0.57
S1 22.761 21.399 -9.051  1.09
O4 21.359 21.117 -9.212  -0.58
O5 23.375 20.482 -7.794  -0.28
C3 24.731 20.317 -7.689  -0.02
C4 25.072 19.211 -6.732  -1.31
C5 23.012 23.005 -8.132  -0.85
H5 25.170 21.226 -7.279  0.24
H6 25.183 20.026 -8.637  0.33
H7 24.553 18.312 -7.066  0.32
H8 24.764 19.597 -5.760  0.31
H9 26.126 18.988 -6.566  0.37
H10 24.044 22.966 -7.783  0.31
H11 22.291 23.036 -7.315  0.30
H12 22.744 23.726 -8.905  0.35
O6 27.611 16.674 -15.684  -0.59
S2 27.648 15.392 -15.013  1.14
O7 26.561 15.065 -14.074  -0.60
O8 27.699 14.199 -16.257  -0.32
C6 28.390 14.491 -17.407  -0.12
C7 28.324 13.211 -18.259  -1.21
C8 29.295 15.162 -14.232  -0.94
H13 29.377 14.707 -16.997  0.29
H14 28.017 15.384 -17.909  0.31
H15 27.327 13.023 -18.657  0.30
H16 28.667 12.406 -17.609  0.30
H17 29.068 13.246 -19.055  0.38
H18 29.152 15.534 -13.218  0.40
H19 29.960 15.807 -14.806  0.35
H20 29.550 14.106 -14.137  0.30
O9 30.946 21.588 -19.981  -0.58
S3 32.403 21.395 -20.221  1.15
O10 32.973 20.060 -20.534  -0.62
O11 32.938 22.533 -21.285  -0.30
C9 34.251 22.344 -21.699  -0.02
C10 34.588 23.570 -22.514  -1.33
C11 33.239 22.062 -18.754  -0.93
H21 34.445 21.450 -22.291  0.30
H22 34.919 22.373 -20.838  0.28
H23 34.642 24.492 -21.936  0.32
H24 33.832 23.771 -23.273  0.33
H25 35.521 23.474 -23.069  0.38
H26 34.207 21.599 -18.564  0.31
H27 32.595 21.950 -17.882  0.40
H28 33.338 23.134 -18.923  0.31
O12 19.956 25.955 -15.853  -0.58
S4 18.652 26.078 -16.533  1.10
O13 17.569 25.175 -16.192  -0.58
O14 18.042 27.638 -16.442  -0.28
C12 18.928 28.762 -16.444  -0.20
C13 18.269 29.705 -15.445  -1.26
C14 18.833 25.974 -18.372  -0.87
H29 18.874 29.273 -17.405  0.28
H30 19.954 28.498 -16.190  0.42
H31 18.767 30.675 -15.445  0.38
H32 18.377 29.320 -14.431  0.31
H33 17.215 29.847 -15.684  0.31
H34 19.226 26.940 -18.690  0.27
H35 17.857 25.814 -18.829  0.33
H36 19.323 25.114 -18.828  0.36
N1 22.133 18.969 -18.548  -0.55
C15 22.307 18.607 -19.832  -0.15
C16 21.546 17.630 -20.482  -0.38
C17 20.538 17.027 -19.709  -0.17
C18 20.250 17.480 -18.447  -0.33
C19 21.068 18.450 -17.879  -0.20
H37 23.108 19.141 -20.322  0.37
H38 21.742 17.334 -21.502  0.36
H39 19.919 16.288 -20.196  0.34
H40 19.411 17.050 -17.920  0.34
H41 20.919 18.755 -16.853  0.37

# C43H50BCrN10SbSi

A structure of composition C43H50BCrN10SbSi (ωB97M-V with the def2-TZVPD basis set, OMol25).

Summary:
Net charge: +1
Energy above the lowest of the compared OMol25 structures with the same formula, charge and spin (eV): 0.000
Orbital gap (alpha / beta) (eV): 7.2221 / 3.0959
Total energy (Ha): -3815.15342
Spin multiplicity: 6
Lowest unoccupied orbital energy (alpha / beta) (eV): -2.2 / -6.4

Last column: Löwdin spin population.
Cartesian coordinates (Å):
Cr1 -0.461 0.927 -0.349  3.74
C1 1.750 -0.699 -2.612  0.01
C2 2.240 -0.355 -1.253  0.06
C3 3.508 -0.525 -0.686  0.02
C4 3.432 0.077 0.551  0.01
N1 2.194 0.580 0.701  0.02
N2 1.455 0.295 -0.390  0.04
B1 1.750 1.597 1.794  0.01
N3 0.632 1.010 2.628  0.00
C5 0.347 1.221 3.925  0.00
C6 -0.828 0.567 4.214  0.00
C7 -1.210 -0.035 3.005  0.01
C8 -2.401 -0.891 2.754  0.00
N4 -0.320 0.245 2.060  0.04
N5 1.239 2.851 1.042  0.01
C9 1.577 4.144 1.192  0.01
C10 1.078 4.849 0.117  0.00
C11 0.422 3.896 -0.670  0.02
C12 -0.223 4.043 -2.001  0.01
N6 0.507 2.706 -0.076  0.01
N7 2.962 1.961 2.605  0.00
C13 4.030 2.688 2.189  0.00
C14 4.983 2.643 3.172  0.00
C15 4.419 1.835 4.181  0.00
C16 5.031 1.412 5.465  0.00
N8 3.218 1.439 3.812  0.00
H1 2.296 -0.136 -3.367  0.00
H2 1.880 -1.757 -2.827  0.00
H3 0.692 -0.444 -2.669  0.01
H4 4.368 -0.984 -1.126  0.00
H5 4.183 0.176 1.308  0.00
H6 1.005 1.790 4.549  0.00
H7 -1.344 0.520 5.150  0.00
H8 -2.439 -1.702 3.481  0.00
H9 -3.314 -0.308 2.865  0.00
H10 -2.366 -1.302 1.747  0.00
H11 2.147 4.492 2.030  0.00
H12 1.173 5.897 -0.075  0.00
H13 -0.848 4.932 -2.043  0.00
H14 0.550 4.145 -2.762  0.00
H15 -0.818 3.152 -2.214  0.01
H16 4.044 3.165 1.231  0.00
H17 5.940 3.119 3.187  0.00
H18 5.433 2.271 5.998  0.00
H19 4.289 0.915 6.082  0.00
H20 5.850 0.722 5.266  0.00
C17 -2.419 3.610 1.046  0.00
C18 -3.090 2.353 0.592  0.01
C19 -4.434 2.119 0.874  0.00
C20 -5.007 0.907 0.509  0.01
C21 -4.244 -0.033 -0.152  0.00
C22 -2.906 0.274 -0.462  0.02
N9 -2.353 1.458 -0.067  0.00
N10 -2.007 -0.485 -1.097  0.03
Si1 -2.470 -1.945 -1.923  0.01
C23 -1.184 -2.390 -3.255  0.00
C24 -4.164 -1.804 -2.815  0.00
C25 -2.589 -3.375 -0.646  0.00
H21 -3.145 4.303 1.463  0.00
H22 -1.902 4.091 0.220  0.00
H23 -1.681 3.367 1.811  0.00
H24 -5.019 2.869 1.380  0.00
H25 -6.036 0.695 0.753  0.00
H26 -4.654 -0.992 -0.410  0.00
H27 -1.019 -1.586 -3.964  0.00
H28 -1.545 -3.245 -3.816  0.00
H29 -0.231 -2.670 -2.825  0.00
H30 -4.461 -0.769 -2.953  0.00
H31 -4.954 -2.310 -2.267  0.00
H32 -4.109 -2.265 -3.796  0.00
H33 -1.673 -3.456 -0.063  0.00
H34 -2.751 -4.318 -1.158  0.00
H35 -3.411 -3.232 0.049  0.00
C26 0.648 -6.364 -3.729  0.02
C27 -0.208 -6.386 -2.641  0.00
C28 0.015 -5.544 -1.565  0.03
C29 1.101 -4.685 -1.567  0.08
C30 1.938 -4.640 -2.670  0.02
C31 1.724 -5.492 -3.741  0.00
Sb1 1.402 -3.322 0.116  0.44
C32 0.480 -4.546 1.655  0.09
C33 0.750 -5.904 1.691  0.02
C34 0.171 -6.693 2.670  0.01
C35 -0.652 -6.124 3.627  0.00
C36 -0.911 -4.766 3.594  0.00
C37 -0.351 -3.976 2.603  0.00
C38 3.463 -3.817 0.614  0.07
C39 4.481 -3.683 -0.316  0.02
C40 5.794 -3.925 0.048  0.00
C41 6.097 -4.284 1.349  0.02
C42 5.081 -4.433 2.278  0.00
C43 3.767 -4.189 1.914  0.02
H36 0.460 -7.004 -4.578  0.00
H37 -1.062 -7.049 -2.633  0.00
H38 -0.658 -5.561 -0.720  0.00
H39 2.765 -3.944 -2.710  0.00
H40 2.388 -5.460 -4.594  0.00
H41 1.406 -6.351 0.954  0.00
H42 0.364 -7.756 2.680  0.00
H43 -1.090 -6.742 4.397  0.00
H44 -1.553 -4.323 4.341  0.00
H45 -0.558 -2.916 2.571  0.00
H46 4.264 -3.397 -1.333  0.00
H47 6.582 -3.829 -0.684  0.00
H48 7.124 -4.441 1.639  0.00
H49 5.314 -4.738 3.287  0.00
H50 2.975 -4.292 2.642  0.00

# C19H14N5RhS

A structure of composition C19H14N5RhS (ωB97M-V with the def2-TZVPD basis set, OMol25).

Summary:
Net charge: +2
Energy above the lowest of the compared OMol25 structures with the same formula, charge and spin (eV): 1.430
Orbital gap (alpha / beta) (eV): 4.7637 / 5.3911
Total energy (Ha): -1514.31231
Spin multiplicity: 5
Lowest unoccupied orbital energy (alpha / beta) (eV): -7.1 / -9.3

Last column: Löwdin spin population.
Cartesian coordinates (Å):
Rh1 0.498 0.850 0.246  1.65
S1 -3.790 0.405 -0.865  0.12
C1 -2.978 1.186 -2.200  0.13
C2 -3.505 1.519 -3.432  0.00
C3 -2.675 2.161 -4.360  0.20
C4 -1.344 2.442 -4.058  0.03
C5 -0.799 2.094 -2.831  0.11
C6 -1.610 1.447 -1.881  0.11
N1 -1.231 1.034 -0.660  0.29
C7 -2.285 0.456 0.044  0.32
C8 -1.999 -0.084 1.290  0.13
C9 -2.896 -0.809 2.118  0.14
C10 -2.449 -1.328 3.304  0.06
C11 -1.132 -1.107 3.743  0.19
C12 -0.241 -0.353 2.973  0.07
C13 -0.633 0.097 1.738  0.24
H1 -4.528 1.286 -3.686  0.00
H2 -3.078 2.454 -5.315  0.01
H3 -0.728 2.946 -4.787  0.00
H4 0.230 2.324 -2.582  0.01
H5 -3.919 -0.929 1.797  0.01
H6 -3.113 -1.909 3.926  0.00
H7 -0.794 -1.530 4.675  0.01
H8 0.748 -0.172 3.369  0.00
N2 4.114 -0.420 1.678  0.00
C14 4.082 0.666 2.497  0.00
C15 2.934 1.350 2.201  0.01
N3 2.275 0.695 1.212  0.02
C16 3.011 -0.386 0.900  0.01
C17 2.503 -1.269 -0.104  0.02
N4 1.411 -0.885 -0.785  0.11
C18 1.057 -1.919 -1.583  0.01
C19 1.943 -2.946 -1.399  0.01
N5 2.844 -2.523 -0.472  0.01
H9 4.851 -1.111 1.666  0.00
H10 4.845 0.861 3.222  0.00
H11 2.562 2.262 2.627  0.00
H12 0.214 -1.863 -2.240  0.00
H13 1.987 -3.916 -1.853  0.00
H14 3.619 -3.076 -0.135  0.00

# C3H10N2O

A cluster of 2 separate species, C3H10N2O in total (ωB97M-V with the def2-TZVPD basis set, OMol25).

Summary:
Energy above the lowest of the compared OMol25 structures with the same formula, charge and spin (eV): 2.102
Orbital gap (eV): 8.6491
SMILES: C/C(N)=C/N.O
Total energy (Ha): -304.99740
Spin multiplicity: 1
Lowest unoccupied orbital energy (eV): 0.9

Last column: Mulliken charge in e.
Cartesian coordinates (Å):
C1 2.322 0.243 -0.431  -1.16
C2 1.050 -0.311 -0.955  0.44
C3 0.656 -1.576 -0.723  -0.37
N1 -0.777 -1.833 -0.472  -0.70
N2 0.109 0.579 -1.571  -0.53
H1 2.899 -0.627 -0.110  0.32
H2 2.847 0.939 -1.116  0.33
H3 2.149 0.823 0.478  0.28
H4 1.225 -2.490 -0.703  0.40
H5 -0.958 -1.396 0.430  0.25
H6 -1.391 -1.268 -1.046  0.30
H7 -0.278 0.280 -2.448  0.21
H8 0.423 1.535 -1.640  0.23
H9 -3.647 2.445 3.511  0.32
H10 -3.265 0.995 3.753  0.32
O1 -3.364 1.662 3.042  -0.64

# C3H6N2O

An isolated molecule of C3H6N2O (ωB97M-V with the def2-TZVPD basis set, OMol25).

Summary:
Energy above the lowest of the compared OMol25 structures with the same formula, charge and spin (eV): 1.457
Orbital gap (eV): 10.4130
SMILES: NC(=O)[C@H]1CN1
Total energy (Ha): -302.63957
Spin multiplicity: 1
Lowest unoccupied orbital energy (eV): 0.9

Last column: Mulliken charge in e.
Cartesian coordinates (Å):
N1 1.766 0.377 -0.578  -0.37
C1 1.033 0.375 0.569  0.34
O1 1.536 0.437 1.674  -0.59
C2 -0.470 0.331 0.382  0.00
C3 -1.182 -0.536 -0.590  -0.44
N2 -1.106 -0.897 0.822  -0.55
H1 2.770 0.404 -0.500  0.24
H2 1.343 0.329 -1.491  0.22
H3 -0.952 1.277 0.638  0.35
H4 -0.635 -1.215 -1.242  0.31
H5 -2.124 -0.166 -0.997  0.27
H6 -1.979 -0.715 1.313  0.23